# 1
The following is a DFT calculation (ωB97M-V with the def2-TZVPD basis set) of C13H31N4O5Zr as an isolated structure at a distorted geometry.

Properties
DFT total energy = -1154.93300 Ha
HOMO level = -15.954 eV
HOMO-LUMO gap = 1.76 eV
Largest force on an atom = 7.10 eV/A
Relative energy (zero: lowest compared OMol25 entry of this formula, charge and spin) = 13.8911 eV

```
! wB97M-V def2-TZVPD RIJCOSX def2/J DEFGRID3
* xyz 3 1
Zr 6.968 -2.365 11.473
C 6.988 -4.789 9.147
O 7.198 -3.600 9.865
H 7.776 -5.497 9.399
H 6.016 -5.257 9.342
H 6.985 -4.588 8.075
C 3.967 -3.870 11.984
O 5.050 -3.309 11.561
N 2.814 -3.304 12.111
C 1.690 -4.056 12.670
C 2.534 -1.870 11.986
H 3.895 -4.933 12.215
H 1.909 -5.124 12.773
H 0.808 -4.065 12.030
H 1.437 -3.742 13.681
H 2.384 -1.668 10.925
H 1.721 -1.520 12.608
H 3.432 -1.297 12.233
C 0.696 -7.145 9.713
O 0.030 -6.250 10.187
N 1.752 -6.936 8.865
C 2.292 -5.621 8.756
C 2.422 -8.034 8.216
H 0.486 -8.207 9.899
H 2.306 -5.215 7.738
H 3.307 -5.650 9.174
H 1.703 -4.838 9.231
H 1.876 -8.331 7.315
H 3.430 -7.716 7.958
H 2.499 -8.954 8.798
C 10.367 -8.277 13.324
O 9.311 -8.447 13.881
N 10.596 -7.229 12.460
C 11.804 -7.206 11.660
C 9.488 -6.419 12.074
H 11.202 -8.982 13.422
H 12.181 -6.182 11.592
H 11.605 -7.574 10.647
H 12.600 -7.807 12.092
H 8.845 -6.741 11.257
H 8.897 -6.322 12.994
H 9.809 -5.375 11.951
C 7.078 -0.872 4.028
O 8.106 -1.351 3.641
N 6.337 -1.425 5.081
C 5.308 -0.654 5.715
C 6.774 -2.673 5.646
H 6.626 0.062 3.665
H 4.880 -1.216 6.541
H 4.483 -0.415 5.026
H 5.629 0.337 6.065
H 5.885 -3.320 5.705
H 7.419 -3.196 4.946
H 7.211 -2.629 6.650
*
```

# 2
The following is a DFT calculation (ωB97M-V with the def2-TZVPD basis set) of a 6-piece molecular cluster, C13H32Br2Cl6N2O2 overall at a distorted geometry.

Properties
DFT total energy = -8683.64734 Ha
HOMO level = -9.273 eV
HOMO-LUMO gap = 9.76 eV
Largest force on an atom = 1.35 eV/A
Relative energy (zero: lowest compared OMol25 entry of this formula, charge and spin) = 0.0000 eV

```
! wB97M-V def2-TZVPD RIJCOSX def2/J DEFGRID3
* xyz 0 1
C 3.914 0.169 0.750
O 2.704 0.812 1.150
C 2.394 1.974 0.458
C 1.311 2.702 1.221
C 0.020 1.903 1.301
N 1.000 3.942 0.454
H 4.070 0.231 -0.328
H 3.800 -0.861 1.074
H 4.700 0.640 1.344
H 3.256 2.644 0.297
H 2.056 1.786 -0.579
H 1.687 2.966 2.215
H -0.367 1.704 0.298
H -0.731 2.489 1.837
H 0.135 0.940 1.796
H 1.739 4.623 0.614
H 0.178 4.379 0.862
C -1.679 2.654 -2.588
O -2.297 1.693 -1.728
C -2.805 0.558 -2.424
C -3.315 -0.407 -1.345
C -3.642 -1.722 -2.027
N -4.539 0.123 -0.710
H -1.206 2.191 -3.454
H -0.984 3.213 -1.966
H -2.453 3.365 -2.908
H -3.629 0.934 -3.046
H -1.988 0.124 -3.016
H -2.548 -0.522 -0.579
H -4.360 -1.550 -2.836
H -4.075 -2.493 -1.394
H -2.719 -2.084 -2.485
H -5.139 0.456 -1.460
H -4.333 0.941 -0.147
Br 0.342 -1.956 -2.968
C 0.857 -0.205 -3.650
C 2.359 -0.118 -3.504
Br 2.918 1.710 -3.927
H 0.367 0.559 -3.055
H 0.590 -0.164 -4.699
H 2.868 -0.741 -4.229
H 2.701 -0.322 -2.497
Cl 2.153 -3.028 0.429
C 0.926 -1.751 0.562
Cl -0.705 -2.391 0.407
H 1.067 -1.221 1.492
H 1.098 -1.072 -0.264
Cl 0.154 -4.927 4.874
C -0.601 -4.431 3.338
Cl -0.600 -5.738 2.168
H -1.602 -4.092 3.578
H -0.037 -3.601 2.931
Cl 1.705 -1.398 7.204
C 0.844 -1.399 5.662
Cl 1.960 -1.517 4.288
H 0.181 -2.252 5.610
H 0.304 -0.463 5.599
*
```

# 3
The following is a DFT calculation (ωB97M-V with the def2-TZVPD basis set) of a 3-piece molecular cluster, C13H32NO4PS overall at a distorted geometry.

Properties
DFT total energy = -1609.75561 Ha
HOMO level = -9.091 eV
HOMO-LUMO gap = 9.69 eV
Largest force on an atom = 2.04 eV/A
Relative energy (zero: lowest compared OMol25 entry of this formula, charge and spin) = 0.2260 eV

```
! wB97M-V def2-TZVPD RIJCOSX def2/J DEFGRID3
* xyz 0 1
C 6.809 0.022 -1.722
C 5.599 0.894 -2.101
C 6.005 2.173 -2.833
C 4.805 1.180 -0.835
N 3.735 2.171 -0.933
C 2.498 1.711 -1.381
O 1.421 2.050 -0.925
O 2.564 0.793 -2.435
P 1.827 -0.647 -2.200
S 2.996 -2.142 -1.856
H 6.528 -1.019 -1.808
H 7.077 0.178 -0.683
H 7.674 0.242 -2.327
H 5.008 0.296 -2.778
H 6.866 1.967 -3.450
H 5.219 2.467 -3.517
H 6.233 2.993 -2.164
H 5.491 1.502 -0.063
H 4.384 0.246 -0.483
H 4.031 2.998 -1.428
H 1.123 -0.853 -3.388
H 0.881 -0.520 -1.179
C -2.011 -0.866 -0.431
C -2.184 -1.772 -1.639
O -2.235 -3.146 -1.321
C -3.304 -3.538 -0.480
C -4.679 -3.282 -1.074
H -1.168 -1.194 0.179
H -1.835 0.162 -0.754
H -2.894 -0.864 0.209
H -1.325 -1.657 -2.304
H -3.066 -1.476 -2.219
H -3.214 -3.061 0.503
H -3.167 -4.607 -0.326
H -4.899 -2.216 -1.150
H -5.448 -3.733 -0.446
H -4.748 -3.710 -2.075
C -2.069 2.188 4.082
C -2.473 1.373 2.865
O -2.923 0.066 3.170
C -4.079 -0.011 3.981
C -5.311 0.622 3.357
H -1.362 1.629 4.696
H -1.602 3.121 3.769
H -2.928 2.440 4.706
H -1.606 1.235 2.218
H -3.224 1.909 2.273
H -3.884 0.419 4.970
H -4.253 -1.077 4.131
H -5.220 1.707 3.284
H -6.192 0.405 3.962
H -5.472 0.232 2.351
*
```

# 4
The following is a DFT calculation (ωB97M-V with the def2-TZVPD basis set) of C13H33AgN3O6 as an isolated structure at a distorted geometry.

Properties
DFT total energy = -1277.51287 Ha
HOMO level (alpha / beta) = -7.797 / -7.716 eV
HOMO-LUMO gap (alpha / beta) = 5.88 / 5.83 eV
Largest force on an atom = 5.62 eV/A
Relative energy (zero: lowest compared OMol25 entry of this formula, charge and spin) = 5.0357 eV

```
! wB97M-V def2-TZVPD RIJCOSX def2/J DEFGRID3
* xyz 0 2
Ag -10.406 19.519 -31.877
C -8.869 19.249 -35.772
O -8.223 19.199 -34.725
O -10.102 19.210 -35.630
O -8.529 19.147 -36.905
C -9.374 14.028 -29.551
C -9.197 15.587 -29.626
C -7.748 16.037 -29.648
O -7.656 17.486 -29.636
C -6.245 17.947 -29.626
N -9.736 16.116 -30.852
H -8.716 13.489 -30.232
H -10.399 13.699 -29.719
H -9.002 13.681 -28.587
H -9.537 16.057 -28.704
H -7.298 15.841 -30.621
H -7.184 15.522 -28.871
H -5.513 17.259 -29.203
H -6.108 18.923 -29.160
H -5.951 18.152 -30.656
H -9.394 15.765 -31.735
H -10.601 15.595 -30.837
C -15.677 21.574 -29.669
C -14.179 21.279 -29.800
C -13.604 20.805 -28.420
O -12.205 20.613 -28.684
C -11.400 20.799 -27.543
N -13.894 20.404 -30.940
H -15.915 22.217 -28.821
H -16.187 20.684 -29.300
H -16.062 21.937 -30.622
H -13.725 22.218 -30.115
H -14.052 19.865 -28.098
H -13.779 21.607 -27.703
H -11.724 21.719 -27.057
H -10.337 20.781 -27.781
H -11.633 19.951 -26.899
H -14.490 19.590 -30.981
H -14.187 20.927 -31.752
C -7.471 24.774 -32.649
C -7.818 24.390 -31.211
C -7.523 25.565 -30.262
O -7.587 25.159 -28.918
C -7.396 26.185 -27.928
N -9.176 23.991 -31.071
H -6.515 25.292 -32.719
H -8.202 25.571 -32.782
H -7.543 24.073 -33.481
H -7.213 23.548 -30.874
H -8.200 26.414 -30.363
H -6.554 25.990 -30.527
H -6.509 26.751 -28.213
H -7.158 25.738 -26.962
H -8.287 26.800 -28.057
H -9.699 24.669 -31.606
H -9.253 24.230 -30.093
*
```

# 5
The following is a DFT calculation (ωB97M-V with the def2-TZVPD basis set) of C13H33AuClIN2OP2S as an isolated structure at a distorted geometry.

Properties
DFT total energy = -2673.82335 Ha
HOMO level (alpha / beta) = -14.177 / -14.666 eV
HOMO-LUMO gap (alpha / beta) = 9.35 / 4.50 eV
Largest force on an atom = 2.99 eV/A

```
! wB97M-V def2-TZVPD RIJCOSX def2/J DEFGRID3
* xyz 2 3
C -2.858 -7.232 -2.614
C -3.061 -6.032 -1.739
H -3.694 -7.937 -2.489
H -1.917 -7.727 -2.338
H -2.801 -6.913 -3.663
O -3.953 -5.763 -0.982
I -1.434 -4.616 -1.948
Au -0.027 -0.774 -0.545
P -1.347 0.259 -2.188
C -2.468 1.576 -1.636
C -0.263 1.090 -3.395
H -0.865 1.496 -4.222
H -2.790 -0.405 -4.004
H 0.457 0.357 -3.780
H -1.746 -1.763 -3.442
H -1.910 2.351 -1.094
H 0.292 1.900 -2.900
C -2.358 -0.909 -3.129
H -2.975 2.034 -2.498
H -3.162 -1.282 -2.483
H -3.216 1.138 -0.964
P 0.960 -1.873 1.286
C 0.564 -1.216 2.930
C 0.602 -3.645 1.349
H 3.101 -2.089 0.209
H 3.241 -2.348 1.983
H 3.084 -0.686 1.309
C 2.777 -1.735 1.195
H 0.763 -4.088 0.358
H 1.246 -4.132 2.095
H 1.141 -1.742 3.705
H -0.507 -1.363 3.113
H -0.451 -3.787 1.621
H 0.795 -0.144 2.973
Cl 0.674 -2.696 -2.157
C 3.302 4.819 2.139
C 2.369 4.414 1.020
N 2.478 2.950 0.819
C 1.478 2.134 0.416
S 1.859 0.894 -0.686
N 0.231 2.271 0.904
C -0.078 2.886 2.221
C -1.191 3.900 2.049
H 3.064 4.278 3.061
H 3.209 5.887 2.355
H 4.343 4.614 1.875
H 1.336 4.693 1.241
H 2.664 4.893 0.078
H 3.376 2.685 0.406
H -0.364 1.477 0.648
H -0.372 2.067 2.898
H 0.823 3.347 2.636
H -2.113 3.400 1.738
H -1.385 4.443 2.978
H -0.922 4.641 1.287
*
```

# 6
The following is a DFT calculation (ωB97M-V with the def2-TZVPD basis set) of C13H34AlBBrF3N5O12PS3 as an isolated structure at a distorted geometry.

Properties
DFT total energy = -6369.20566 Ha
HOMO level = -2.243 eV
HOMO-LUMO gap = 2.58 eV
Largest force on an atom = 2.45 eV/A

```
! wB97M-V def2-TZVPD RIJCOSX def2/J DEFGRID3
* xyz -2 1
C -2.561 0.938 -0.186
C -3.576 0.248 -1.130
C -2.829 -0.292 -2.380
C -2.169 -1.689 -2.206
C -0.759 -1.644 -1.564
N 0.341 -2.174 -2.370
C 0.952 -1.502 -3.330
N 0.525 -0.185 -3.652
N 2.032 -2.048 -4.036
C 3.315 -2.015 -3.229
B 3.932 -0.547 -3.087
O 4.330 -0.134 -1.853
O 4.024 0.283 -4.228
H -1.717 1.322 -0.754
H -2.121 0.295 0.601
H -3.025 1.799 0.305
H -4.223 1.068 -1.453
H -4.165 -0.549 -0.662
H -2.118 0.505 -2.619
H -3.520 -0.368 -3.226
H -2.152 -2.231 -3.143
H -2.786 -2.250 -1.498
H -0.778 -2.221 -0.638
H -0.502 -0.621 -1.295
H 0.689 -3.108 -2.187
H 0.772 0.488 -2.928
H -0.462 -0.165 -3.876
H 1.802 -2.998 -4.314
H 3.120 -2.339 -2.200
H 4.018 -2.716 -3.676
H 3.792 0.603 -1.524
H 3.391 0.999 -4.133
Br 0.677 0.209 0.424
F 6.050 -1.758 -1.491
O -0.986 2.799 -4.080
H -1.792 2.774 -4.604
H -0.633 1.907 -4.151
Al -2.436 -0.906 1.834
C 2.313 5.059 2.784
S 1.556 3.716 1.848
O 0.523 3.005 2.625
C 3.022 2.680 1.885
H 1.563 5.835 2.924
H 2.646 4.689 3.755
H 3.155 5.455 2.217
H 3.281 2.462 2.923
H 3.847 3.191 1.386
H 2.792 1.757 1.357
N -3.687 2.493 2.972
S -4.663 1.283 3.224
O -5.766 1.541 4.088
O -4.031 -0.012 3.311
F -5.325 1.258 1.774
S -2.823 2.950 4.219
O -2.232 4.227 4.007
O -2.046 1.920 4.828
F -3.935 3.277 5.324
C 1.172 -0.148 5.075
C 2.274 -1.192 4.971
C 2.538 -1.661 3.534
C 1.344 -2.262 2.952
N 0.383 -2.724 2.478
H 0.214 -0.545 4.738
H 1.041 0.173 6.107
H 1.398 0.735 4.478
H 2.010 -2.055 5.589
H 3.203 -0.782 5.374
H 3.338 -2.402 3.522
H 2.837 -0.830 2.893
O -2.716 -4.999 -3.542
P -2.081 -4.978 -4.930
O -2.166 -3.563 -5.498
O -2.821 -5.959 -5.829
O -0.611 -5.371 -4.823
*
```

# 7
The following is a DFT calculation (ωB97M-V with the def2-TZVPD basis set) of a 3-piece molecular cluster, C13H34N2O5 overall.

Properties
DFT total energy = -1001.31307 Ha
HOMO level = -8.809 eV
HOMO-LUMO gap = 9.58 eV
Largest force on an atom = 0.87 eV/A
Relative energy (zero: lowest compared OMol25 entry of this formula, charge and spin) = 0.0000 eV

```
! wB97M-V def2-TZVPD RIJCOSX def2/J DEFGRID3
* xyz 0 1
C 0.091 5.659 3.892
O -0.205 6.011 2.561
C -1.326 5.309 2.070
C -1.587 5.705 0.628
N -0.943 4.770 -0.310
C 0.498 4.679 -0.168
C 1.053 3.673 -1.132
O 0.785 4.156 -2.433
C 1.189 3.255 -3.433
H 0.455 4.627 3.970
H -0.782 5.794 4.541
H 0.885 6.316 4.248
H -2.210 5.534 2.678
H -1.137 4.227 2.112
H -1.279 6.740 0.449
H -2.664 5.615 0.464
H -1.102 5.073 -1.267
H 0.769 4.460 0.866
H 1.001 5.640 -0.377
H 0.603 2.679 -1.010
H 2.139 3.571 -0.984
H 0.721 2.272 -3.298
H 2.279 3.147 -3.456
H 0.861 3.648 -4.396
C -0.997 -1.371 0.950
O -0.476 -2.651 1.187
C -1.359 -3.662 0.788
C -0.732 -5.011 0.997
N 0.399 -5.231 0.116
C 0.902 -6.589 0.164
C 2.145 -6.717 -0.696
O 2.382 -8.082 -0.939
C 3.667 -8.316 -1.434
H -0.260 -0.649 1.312
H -1.943 -1.179 1.464
H -1.085 -1.177 -0.129
H -1.609 -3.555 -0.285
H -2.309 -3.616 1.339
H -1.525 -5.770 0.847
H -0.421 -5.114 2.040
H 0.128 -5.000 -0.833
H 0.158 -7.342 -0.156
H 1.147 -6.845 1.197
H 3.000 -6.275 -0.162
H 2.033 -6.158 -1.637
H 3.741 -9.377 -1.667
H 4.441 -8.060 -0.699
H 3.860 -7.741 -2.351
C -2.572 1.871 -1.468
O -3.022 2.787 -0.497
H -1.575 1.475 -1.243
H -3.261 1.022 -1.492
H -2.594 2.274 -2.490
H -2.357 3.495 -0.438
*
```

# 8
The following is a DFT calculation (ωB97M-V with the def2-TZVPD basis set) of C13H34N2O5Sr as an isolated structure at a distorted geometry.

Properties
DFT total energy = -1031.64009 Ha
HOMO level = -15.839 eV
HOMO-LUMO gap = 10.46 eV
Largest force on an atom = 2.97 eV/A
Relative energy (zero: lowest compared OMol25 entry of this formula, charge and spin) = 1.5190 eV

```
! wB97M-V def2-TZVPD RIJCOSX def2/J DEFGRID3
* xyz 2 1
Sr -0.263 0.538 -0.070
C 1.896 3.238 1.378
O 1.835 1.877 0.925
C 3.081 1.190 1.191
C 3.199 -0.128 0.422
N 1.955 -0.885 0.717
C 2.018 -2.221 0.057
C 0.616 -2.858 -0.120
O -0.173 -2.147 -1.054
C 0.219 -2.185 -2.418
H 1.102 3.737 0.817
H 2.883 3.685 1.303
H 1.544 3.361 2.407
H 3.238 1.070 2.265
H 3.844 1.873 0.808
H 3.983 -0.576 1.046
H 3.532 -0.049 -0.606
H 2.034 -1.119 1.701
H 2.646 -2.835 0.708
H 2.460 -2.267 -0.938
H 0.124 -2.952 0.848
H 0.783 -3.877 -0.484
H 0.287 -3.226 -2.742
H 1.155 -1.645 -2.559
H -0.538 -1.739 -3.061
C -2.118 0.901 -3.299
O -2.082 0.430 -1.959
C -3.320 -0.270 -1.613
C -3.083 -1.217 -0.418
N -2.648 -0.342 0.698
C -2.427 -1.125 1.937
C -1.954 -0.235 3.049
O -0.698 0.305 2.703
C -0.041 0.948 3.819
H -3.065 1.342 -3.619
H -1.630 0.188 -3.959
H -1.557 1.843 -3.344
H -3.632 -0.887 -2.459
H -4.068 0.512 -1.479
H -2.280 -1.909 -0.665
H -3.881 -1.829 0.014
H -3.364 0.362 0.849
H -1.780 -1.984 1.757
H -3.441 -1.498 2.127
H -1.908 -0.738 4.019
H -2.666 0.599 3.122
H -0.661 1.586 4.445
H 0.792 1.474 3.362
H 0.338 0.115 4.417
C 1.314 2.323 -2.570
O 0.986 0.895 -2.408
H 2.184 2.404 -3.220
H 0.474 2.847 -3.024
H 1.589 2.572 -1.544
H 1.168 0.527 -3.281
*
```

What is the largest force on an atom in the fifth record?
2.99 eV/A

Which of these has the highest DFT total energy?
C13H34N2O5

Look up the largest force on an atom of the eighth one.
2.97 eV/A

Which of these has the highest DFT total energy?
C13H34N2O5